(1)
{
  "formula": "C3H9OS",
  "method": "ωB97M-V with the def2-TZVPD basis set",
  "species": ["C", "O", "H", "H", "H", "C", "S", "C", "H", "H", "H", "H", "H", "H"],
  "coordinates": [[2.64535, 0.45680, -0.38498], [1.75540, 1.45999, 0.16748], [2.01858, 0.02742, -1.29523], [2.74572, -0.46977, 0.16780], [3.45448, 0.92652, -0.72808], [-2.27158, -1.52845, 0.92373], [-0.73855, -0.71162, -0.08343], [-1.04848, 0.96880, -0.61456], [-2.44102, -0.97525, 1.90380], [-3.08196, -1.61925, 0.20975], [-2.00596, -2.60196, 1.13217], [-0.66092, 1.34825, -1.55609], [0.86849, 1.08740, -0.07159], [-1.23958, 1.63112, 0.22924]],
  "forces_ev_per_a": [[-6.324, -1.571, -1.124], [1.160, -1.258, 0.046], [1.539, 0.753, 1.057], [0.563, 0.208, 0.891], [3.590, 1.422, -1.112], [1.249, 0.022, -0.315], [-0.624, 0.102, 0.709], [-0.261, -1.244, 1.195], [-0.052, -0.610, -1.555], [-0.620, 0.605, 0.266], [0.269, 1.027, 0.014], [-0.545, -0.460, -0.088], [-0.389, 0.793, 0.362], [0.446, 0.212, -0.347]],
  "multiplicity": 1,
  "charge": -1,
  "homo_ev": -1.4,
  "homo_lumo_gap_ev": 5.35
}



(2)
{
  "formula": "C5H13N2O",
  "method": "ωB97M-V with the def2-TZVPD basis set",
  "species": ["N", "C", "N", "C", "C", "C", "C", "O", "H", "H", "H", "H", "H", "H", "H", "H", "H", "H", "H", "H", "H"],
  "coordinates": [[-0.30888, -2.97119, 0.03218], [-0.13635, -2.17932, 1.06882], [0.46570, -1.02785, 1.04135], [1.10544, -0.46693, -0.15979], [0.09490, 0.18699, -1.10058], [-0.92300, 1.12952, -0.42977], [-0.31214, 2.21264, 0.47669], [-0.12608, 3.44522, -0.24412], [0.18587, -2.96831, -0.84931], [-0.85798, -3.80203, 0.19837], [-0.59714, -2.50114, 1.99113], [0.45587, -0.48295, 1.89359], [1.66312, -1.27007, -0.63760], [1.88283, 0.22939, 0.13259], [-0.43013, -0.49080, -1.76610], [0.69695, 0.80332, -1.76432], [-1.34234, 1.70420, -1.25474], [-1.77221, 0.60715, 0.02004], [-1.05410, 2.50221, 1.22176], [0.64599, 1.93813, 0.92083], [0.66369, 3.40182, -0.79103]],
  "forces_ev_per_a": [[-0.107, -0.820, 0.176], [-0.225, 0.379, -0.374], [0.394, -0.051, 0.142], [-0.268, -0.387, -0.216], [0.077, 0.762, 0.134], [0.392, 0.161, -0.427], [-0.559, 0.844, -0.740], [0.059, -0.439, 0.150], [-0.018, 0.535, 0.118], [0.120, -0.047, -0.058], [-0.071, 0.094, 0.125], [0.074, -0.063, -0.059], [-0.055, -0.149, -0.165], [-0.160, 0.169, 0.379], [-0.003, -0.423, 0.137], [0.144, 0.046, -0.219], [-0.327, -0.031, 0.027], [0.287, -0.104, 0.218], [0.316, -0.266, 0.290], [-0.109, -0.192, 0.358], [0.041, -0.019, 0.004]],
  "multiplicity": 1,
  "charge": 1,
  "smiles": "N/C=[NH+]\\CCCCO",
  "homo_ev": -13.5,
  "homo_lumo_gap_ev": 9.98
}



(3)
{
  "formula": "C8H16N2S",
  "method": "ωB97M-V with the def2-TZVPD basis set",
  "species": ["C", "C", "C", "C", "C", "C", "C", "C", "N", "N", "S", "H", "H", "H", "H", "H", "H", "H", "H", "H", "H", "H", "H", "H", "H", "H", "H"],
  "coordinates": [[1.00786, 1.21307, -1.02586], [-0.07707, 1.37220, 0.07815], [0.43735, -1.25243, -1.28089], [1.57097, -0.22961, -0.97672], [-0.56487, -0.99456, -0.18280], [-1.13481, 0.31331, 0.12285], [-2.14485, 0.82581, -1.01635], [-1.75373, 0.42024, 1.51987], [2.01082, -2.21016, 2.05113], [2.16052, -0.55495, 0.28131], [1.19147, -0.92295, 1.58837], [0.61472, 1.37827, -2.07204], [2.00282, 1.76109, -0.75855], [0.46701, 1.38926, 1.05630], [-0.63977, 2.30676, -0.02546], [-0.01342, -0.98271, -2.23678], [0.57613, -2.34049, -1.26944], [2.26077, -0.30205, -1.79197], [-0.79157, -1.87515, 0.44385], [-2.52106, 1.74272, -0.73989], [-2.82210, 0.02523, -1.17314], [-1.48519, 0.74071, -1.90831], [-0.87954, 0.61644, 2.19888], [-2.27910, -0.38892, 2.02921], [-2.30817, 1.37920, 1.67560], [2.01898, -2.40384, 3.07341], [3.09584, -1.02650, 0.33927]],
  "forces_ev_per_a": [[1.013, -0.410, 0.485], [1.953, 1.342, 0.195], [-2.091, 0.688, 0.978], [-0.739, -0.826, -0.652], [1.944, -2.411, 1.995], [-2.090, 1.052, -0.636], [3.131, -3.920, -0.157], [1.039, 1.388, 1.671], [-0.588, -0.095, 0.354], [1.566, 0.300, 0.132], [1.081, -1.096, -0.330], [0.629, 0.265, 1.107], [-2.204, -0.037, -0.766], [-0.361, 0.270, -0.787], [0.640, 0.251, 0.158], [0.126, 0.005, -0.293], [0.951, 0.444, -0.138], [1.028, -0.101, -0.145], [-0.856, 0.495, -0.807], [-0.969, 1.973, 0.120], [-1.413, -0.305, -0.032], [-0.764, 1.020, 0.178], [-0.765, -0.424, -0.303], [-0.273, -0.233, -0.807], [-0.010, -0.803, -0.518], [-0.480, 0.670, -0.912], [-1.498, 0.498, -0.090]],
  "multiplicity": 1,
  "homo_ev": [-7.0, -7.0],
  "homo_lumo_gap_ev": [7.35, 7.54]
}



(4)
{
  "formula": "C2H9NO4",
  "method": "ωB97M-V with the def2-TZVPD basis set",
  "species": ["C", "N", "C", "O", "O", "H", "H", "H", "H", "H", "O", "H", "H", "O", "H", "H"],
  "coordinates": [[-2.21550, -0.16856, -0.23072], [-1.36214, 0.06356, 0.91300], [0.00421, 0.16155, 0.86829], [0.74396, 0.69553, 1.64805], [0.48946, -0.54068, -0.23676], [-2.49815, -1.24241, -0.28484], [-3.17722, 0.35318, -0.28862], [-1.73458, 0.13455, -1.15471], [-1.78312, 0.06962, 1.82484], [-0.12239, -1.27251, -0.25024], [-0.84856, -0.25473, 4.19285], [-0.63791, 0.45184, 3.57092], [-1.02540, 0.21140, 5.01884], [4.69973, 0.06371, -5.36865], [5.36918, 0.44815, -4.78263], [4.09842, 0.82580, -5.43962]],
  "forces_ev_per_a": [[-0.565, -1.193, -0.620], [-0.348, 0.739, 0.476], [0.451, -0.777, -0.974], [-0.590, 0.061, 0.078], [0.136, 0.959, 1.043], [0.236, 0.421, -0.263], [0.297, 0.328, 0.891], [0.362, -0.187, 0.033], [-0.052, 0.280, 0.119], [-0.094, -0.706, -0.733], [-0.290, 0.218, 0.023], [0.451, 0.008, -0.004], [0.008, -0.149, -0.069], [-0.071, 1.017, 0.348], [0.062, -0.459, -0.133], [0.008, -0.560, -0.214]],
  "multiplicity": 1,
  "smiles": "CNC(=O)O.O.O",
  "homo_ev": -10.2,
  "homo_lumo_gap_ev": 10.75
}



(5)
{
  "formula": "H9O4",
  "method": "ωB97M-V with the def2-TZVPD basis set",
  "species": ["O", "H", "H", "H", "O", "H", "H", "O", "H", "H", "O", "H", "H"],
  "coordinates": [[0.11927, 0.95254, 0.03882], [1.01537, 0.31124, 0.03897], [-0.37651, 0.53345, -0.75724], [-0.38050, 0.98158, 0.99778], [-0.89671, 0.31535, 2.20785], [-0.86880, 0.94797, 2.91896], [-1.67874, -0.17708, 2.39950], [-1.17945, -0.73483, -1.62556], [-0.75387, -1.07626, -2.47836], [-2.13964, -0.98416, -1.61483], [2.22515, -0.33781, -0.36689], [1.90008, -0.86978, -1.15219], [3.01436, 0.13777, -0.60682]],
  "forces_ev_per_a": [[0.605, -0.972, -0.221], [-0.830, 1.492, 0.221], [-0.288, 0.556, 1.564], [0.371, -1.174, -2.040], [0.733, 0.683, 0.117], [0.245, 0.521, 0.713], [-1.018, -0.807, -0.191], [0.161, -0.741, -1.505], [-1.395, 0.609, 1.677], [1.369, 0.260, -0.309], [-1.577, -1.568, -0.929], [1.095, 0.791, 1.225], [0.529, 0.351, -0.321]],
  "multiplicity": 1,
  "charge": 1,
  "homo_ev": -16.6,
  "homo_lumo_gap_ev": 13.14
}



(6)
{
  "formula": "C31H52O27",
  "method": "ωB97M-V with the def2-TZVPD basis set",
  "species": ["C", "C", "C", "O", "C", "O", "O", "H", "H", "H", "H", "H", "H", "C", "C", "O", "C", "O", "O", "C", "H", "H", "H", "H", "H", "H", "H", "H", "C", "C", "O", "C", "O", "O", "C", "H", "H", "H", "H", "H", "H", "H", "H", "C", "C", "O", "C", "O", "O", "C", "H", "H", "H", "H", "H", "H", "H", "H", "C", "O", "C", "O", "O", "C", "H", "H", "H", "H", "H", "H", "O", "C", "O", "C", "C", "O", "H", "H", "H", "H", "O", "C", "O", "C", "C", "O", "H", "H", "H", "H", "O", "C", "O", "C", "C", "O", "H", "H", "H", "H", "O", "C", "O", "C", "C", "O", "H", "H", "H", "H"],
  "coordinates": [[13.61887, -10.35367, -4.78167], [13.30639, -9.76727, -3.40518], [12.87378, -10.69282, -2.36572], [13.69591, -10.42319, -1.28774], [14.39705, -9.29768, -1.57740], [15.20378, -8.83201, -0.75901], [14.34057, -8.95475, -2.87120], [14.67562, -10.34686, -5.04877], [13.16545, -9.92665, -5.67619], [13.41076, -11.42181, -4.84394], [12.50068, -9.05622, -3.58775], [13.04191, -11.74369, -2.60134], [11.80348, -10.66740, -2.16102], [20.51702, -5.57781, 2.02855], [20.74812, -5.06325, 0.60669], [19.67082, -5.51541, -0.16340], [19.32188, -5.05018, -1.35093], [19.98365, -4.31098, -2.05941], [18.17327, -5.55187, -1.79223], [17.33116, -6.49012, -1.16285], [21.21412, -5.22675, 2.78941], [20.36001, -6.65193, 2.12709], [19.62296, -5.08458, 2.40995], [21.72425, -5.32241, 0.19669], [20.74555, -3.97520, 0.67178], [17.91911, -7.34678, -0.83337], [16.48737, -6.80841, -1.77506], [16.88067, -5.96881, -0.31823], [12.90060, -6.03233, -2.45647], [13.27535, -4.91032, -1.46577], [13.98671, -5.50835, -0.34808], [13.39595, -5.60999, 0.88263], [12.15274, -5.38805, 1.07359], [14.27023, -6.17448, 1.82017], [13.81738, -6.23152, 3.15840], [12.09730, -6.69913, -2.14314], [13.67266, -6.66363, -2.89633], [12.57957, -5.63156, -3.41794], [12.34718, -4.46087, -1.11280], [13.73625, -4.04384, -1.94000], [13.27451, -7.16694, 3.29397], [13.28768, -5.35094, 3.52185], [14.72380, -6.29490, 3.76045], [12.10739, -12.03943, 2.02129], [12.86752, -10.82907, 2.68665], [13.77797, -11.23420, 3.69815], [13.29108, -11.71514, 4.88625], [12.08292, -11.94421, 5.21076], [14.42470, -12.02718, 5.60390], [14.26676, -12.54985, 6.93564], [12.88985, -12.79664, 1.97147], [11.86242, -11.73544, 1.00360], [11.23248, -12.39682, 2.56434], [12.20600, -10.06400, 3.09304], [13.48050, -10.35986, 1.91710], [13.70906, -13.48313, 6.85788], [13.84688, -11.76763, 7.56804], [15.25540, -12.96673, 7.12774], [18.54240, -10.24698, -1.21238], [19.47291, -9.47423, -0.45547], [19.92707, -9.98420, 0.76935], [19.70789, -11.09544, 1.22461], [20.54436, -9.03390, 1.39675], [21.09502, -9.27099, 2.68396], [17.60724, -10.35720, -0.66335], [18.84814, -11.29258, -1.24905], [18.35744, -9.91435, -2.23377], [20.43947, -9.83397, 3.34836], [21.20534, -8.35530, 3.26485], [22.06530, -9.76728, 2.66488], [17.91377, -6.19037, 4.25669], [17.54613, -7.18888, 3.69641], [17.32859, -7.38054, 2.45464], [16.71883, -8.61558, 2.16886], [16.70507, -9.30362, 3.49703], [17.25148, -8.30303, 4.32001], [15.70344, -8.45243, 1.80766], [17.21034, -9.30172, 1.47912], [17.28812, -10.21354, 3.35496], [15.72827, -9.60950, 3.87175], [13.66685, -4.25637, 7.82904], [14.79306, -4.81412, 7.79387], [15.00414, -5.88441, 8.38254], [16.31576, -6.28583, 8.38371], [16.97257, -5.30287, 7.45148], [15.90958, -4.46672, 7.18809], [16.92973, -6.23633, 9.28299], [16.61091, -7.28282, 8.05661], [17.31327, -5.86602, 6.58263], [17.84492, -4.83669, 7.90949], [18.00217, -1.34421, 2.35562], [18.43220, -1.90909, 3.36172], [19.43636, -1.49112, 4.03831], [19.57789, -2.14132, 5.29233], [18.59919, -3.28684, 5.11610], [18.07344, -3.07466, 3.84947], [20.62950, -2.41446, 5.20507], [19.41749, -1.48688, 6.14912], [17.85308, -3.13106, 5.89531], [18.99356, -4.30228, 5.15425], [20.63097, -9.66431, 5.79805], [19.63190, -10.22258, 6.16240], [19.23332, -11.49948, 5.86109], [17.85392, -11.67333, 6.21043], [17.75157, -10.59420, 7.30483], [18.73546, -9.66502, 6.98697], [17.21946, -11.55428, 5.33214], [17.50072, -12.59938, 6.66406], [17.82279, -10.97554, 8.32346], [16.74157, -10.18794, 7.25035]],
  "forces_ev_per_a": [[1.048, -0.960, -0.635], [-1.475, 1.977, -3.856], [-0.858, -2.980, 0.115], [0.176, 1.665, 1.088], [4.378, 0.406, 3.042], [-2.608, -0.788, -2.227], [-0.067, -0.782, 1.168], [0.311, 0.335, 0.510], [-0.460, 0.474, 0.526], [-0.384, -0.071, 0.306], [-0.227, 0.080, 0.036], [0.186, -0.091, -0.387], [0.012, 0.572, 0.416], [-0.701, 0.496, 0.380], [0.938, 0.848, 1.125], [-1.272, -1.035, 0.247], [1.183, 0.495, -1.302], [-0.707, -0.583, 1.168], [-0.067, 0.555, -1.608], [0.060, 0.122, 1.657], [0.774, -0.183, -0.472], [0.182, 0.111, -0.288], [-0.506, -0.242, -0.260], [-0.163, -0.416, -0.255], [-0.121, 0.147, -0.285], [-0.183, -0.072, 0.091], [0.535, 0.257, -0.557], [-0.041, -0.404, 0.371], [0.125, 0.221, -1.129], [-1.738, -1.115, -0.025], [0.488, 0.437, 1.650], [-3.781, -0.491, -0.046], [5.150, -0.620, -0.213], [-1.133, 1.824, -2.845], [0.302, -0.387, 0.712], [0.012, 0.191, 0.493], [0.735, 0.061, 1.005], [-0.588, 0.742, 0.162], [-0.110, -0.345, 0.361], [1.166, -0.536, 0.291], [-0.410, 0.235, 0.145], [-0.292, -0.139, -0.461], [0.123, -0.023, -0.057], [1.213, 1.177, 0.583], [-1.462, -0.503, -0.729], [-0.349, -0.583, 1.858], [-2.301, -1.352, 0.274], [5.109, 1.266, -1.245], [-1.447, 0.776, -0.834], [0.051, -0.907, -1.355], [-0.299, -0.388, -0.170], [-0.198, -0.122, 0.047], [0.212, 0.142, 0.007], [-0.181, -0.109, 0.006], [0.148, -0.059, 0.137], [-0.837, 0.402, 0.344], [0.232, -0.503, 0.334], [0.169, 0.837, 0.715], [-0.322, -1.824, 1.031], [0.807, -0.123, 1.175], [-1.841, -1.503, -0.940], [0.021, 1.099, -1.069], [0.782, 1.604, -0.010], [-0.036, -0.502, 1.514], [-0.305, 0.634, -0.074], [0.535, -0.019, -0.248], [0.466, 0.676, 0.406], [-0.154, -0.448, -0.553], [0.069, 0.442, -0.814], [-0.119, -0.058, -0.398], [0.046, -0.262, -0.399], [0.251, 0.615, 1.620], [0.352, 1.218, -4.182], [-1.654, -0.820, -0.562], [-0.371, -0.564, -0.163], [0.158, -1.930, 3.462], [0.185, 0.340, -0.295], [0.538, 0.990, -0.477], [0.582, 0.089, 0.959], [-0.037, 0.233, -0.006], [4.179, -1.189, -0.795], [-4.833, 4.712, -1.296], [-0.811, -6.029, 4.143], [3.658, -0.820, 0.195], [0.956, -1.645, -0.300], [0.045, 3.706, -2.171], [-1.305, 0.337, 1.125], [-1.435, -0.406, -0.339], [-0.092, 0.671, -0.516], [-0.303, 0.587, -0.091], [0.596, -1.631, 2.286], [-1.582, 1.197, -3.978], [1.938, 3.243, 1.405], [1.768, -0.534, -1.148], [0.165, -0.245, 1.627], [-2.307, -1.375, -0.816], [0.032, -0.389, 0.944], [-0.212, 0.071, -0.263], [-0.499, -0.503, -0.250], [0.097, 0.216, 0.113], [-1.012, -0.994, 0.132], [0.645, -0.020, -0.091], [0.491, -0.326, -0.530], [-0.082, 0.917, 1.041], [-2.295, -0.736, -0.438], [0.142, 0.741, 0.210], [0.113, 0.536, -0.005], [1.174, -0.548, -0.205], [0.653, -0.146, -0.044], [0.109, 0.654, -0.049]],
  "multiplicity": 1,
  "smiles": "C[C@H]1COC(=O)O1.CCOC(=O)OC.CCOC(=O)OC.CCOC(=O)OC.COC(=O)OC.O=C1OCCO1.O=C1OCCO1.O=C1OCCO1.O=C1OCCO1",
  "homo_ev": -9.9,
  "homo_lumo_gap_ev": 9.92
}



Strongest force on any atom, respectively: 6.61 1.25 5.02 1.46 2.41 7.36 eV/Å.
Relative energy (zero: lowest compared OMol25 entry of this formula, charge and spin), respectively: 92.4 27.3 73.9 17.7 19.5 106.3 kcal/mol.
E, respectively: -16137.051 -10417.011 -22366.981 -11900.062 -8329.278 -88268.433 eV.